{"formula": "C21H19FN4O3S", "method": "the ωB97M-V functional and the def2-TZVPD basis", "e_above_lowest_kj_mol": 26.1, "homo_lumo_gap_ha": 0.30456, "fmax_ev_per_a": 1.2, "energy_ha": -1754.49669, "smiles": "COCCn1c(SCC(=O)Nc2cccc(F)c2)nc2c([nH]c3ccccc32)c1=O", "elements": ["H", "H", "N", "C", "C", "C", "H", "C", "N", "O", "H", "C", "C", "N", "C", "C", "C", "H", "C", "H", "C", "C", "C", "N", "C", "C", "C", "C", "H", "H", "H", "H", "C", "F", "H", "H", "H", "S", "H", "O", "H", "H", "H", "O", "H", "C", "C", "C", "H"], "positions_angstrom": [[-0.903293, 2.576036, -1.123304], [4.470115, -0.685608, -1.222802], [0.626630, 0.118241, -1.272697], [-2.918194, 1.752453, 0.060636], [1.385385, -1.750877, 0.774643], [-3.378322, -2.507274, -0.300973], [-1.038803, -3.154596, 1.239047], [0.074019, -1.695418, 0.205405], [2.228443, -0.757218, 0.229418], [1.782185, -2.521408, 1.627588], [-5.259301, -2.261044, -1.264157], [4.590102, -1.228557, -0.269819], [-1.628935, 1.759508, 0.587401], [-0.627946, 2.374468, -0.172277], [3.576268, -0.675785, 0.749157], [-1.620344, -1.032647, -1.145881], [-3.797307, -0.941329, -2.101706], [-0.385111, 1.126840, 2.212033], [1.789219, 0.118938, -0.712716], [3.607651, -1.277166, 1.660651], [-3.678472, 0.407986, 1.921089], [-2.063753, -2.056469, -0.269328], [6.465069, 0.136788, 0.194612], [-1.023196, -2.444671, 0.526069], [0.695244, 2.475811, 0.127192], [1.570462, 2.788021, -1.079611], [-0.253092, -0.803547, -0.813442], [-4.231212, -1.935438, -1.219581], [-3.714598, -3.280804, 0.372551], [6.064394, 0.734699, 1.019301], [2.128426, 3.711181, -0.927642], [3.800478, 0.367557, 0.983678], [-3.914584, 1.078511, 0.735715], [-5.156047, 1.070215, 0.209208], [-3.147162, 2.250394, -0.868675], [7.536563, 0.009674, 0.336794], [1.023842, 2.815502, -2.019653], [2.840833, 1.473467, -1.163097], [4.388382, -2.290548, -0.435938], [1.169276, 2.308072, 1.226802], [-4.481038, -0.116005, 2.413511], [-2.185143, -0.069872, 3.369315], [-2.157386, 0.278367, -2.759844], [5.917658, -1.161266, 0.166156], [6.278634, 0.663190, -0.748461], [-1.376825, 1.111173, 1.792959], [-2.396789, 0.439862, 2.442176], [-2.500564, -0.482421, -2.075772], [-4.500584, -0.528323, -2.808600]], "forces_ev_per_angstrom": [[0.24, -0.11, 0.12], [0.05, -0.14, 0.03], [0.19, -0.02, -0.35], [-0.12, 0.05, 0.18], [-0.09, 0.00, -0.07], [-0.17, -0.08, 0.00], [0.00, 0.05, -0.05], [-0.05, 0.53, -0.60], [-0.28, -0.22, 0.07], [-0.08, -0.23, 0.16], [-0.09, -0.05, 0.01], [-0.33, -0.04, 0.00], [-0.30, -0.09, 0.39], [-0.31, 0.42, -0.19], [0.81, -0.07, 0.34], [-0.16, -0.37, 0.17], [0.04, 0.21, -0.22], [0.02, 0.01, 0.00], [-0.21, 0.46, -0.67], [0.00, 0.15, -0.17], [-0.17, 0.01, -0.09], [-0.04, 0.40, -0.42], [0.02, 0.04, 0.03], [0.20, -0.28, 0.36], [-0.14, 0.42, -0.27], [0.27, -0.46, -0.03], [0.37, -0.75, 0.91], [0.05, -0.16, 0.17], [-0.07, -0.08, 0.07], [0.02, 0.02, -0.03], [-0.06, 0.01, 0.03], [-0.09, -0.15, 0.04], [0.18, 0.01, 0.05], [0.07, 0.01, 0.03], [-0.05, 0.05, -0.12], [-0.01, 0.11, -0.01], [-0.04, 0.07, 0.07], [0.28, 0.36, -0.10], [-0.10, 0.13, -0.07], [0.08, -0.09, 0.22], [-0.12, -0.05, 0.04], [0.02, -0.04, 0.10], [0.02, 0.11, -0.09], [0.03, -0.12, 0.14], [0.03, 0.01, 0.00], [0.31, 0.01, 0.07], [-0.13, 0.04, -0.15], [-0.04, -0.16, 0.01], [-0.05, 0.05, -0.07]]}